Here is 2 unconnected molecules or ions with the total composition C5H15OPSi from the Open Molecules 2025 dataset. Energies are from wB97M-V/def2-TZVPD.

The geometry in XYZ format:
```
23
Properties=species:S:1:pos:R:3:forces:R:3
C -2.867633 -0.808269 0.918701 2.0 -2.2 -1.1
Si -1.484298 -0.073123 -0.120922 -1.7 1.4 -1.1
C -1.787743 1.777466 -0.263832 -1.7 -1.2 -1.5
C -1.370930 -0.560034 -1.876339 0.2 0.3 -1.1
O -0.100031 -0.461607 0.628754 1.6 2.0 -2.8
H -2.707812 -0.256973 1.815616 -0.7 0.3 1.1
H -3.813350 -0.710388 0.425589 -0.7 0.2 0.2
H -2.617329 -1.921229 1.076668 -0.6 1.6 0.0
H -1.202686 2.169604 -1.066076 0.4 0.1 -1.0
H -2.875425 2.010906 -0.512414 1.3 -0.2 0.6
H -1.400525 2.301210 0.530485 0.2 1.4 2.4
H -2.244334 -0.386071 -2.496394 -0.7 -0.6 0.3
H -0.693320 0.004309 -2.506016 0.8 0.7 0.5
H -0.965296 -1.531542 -1.992256 -0.1 -1.4 -0.2
H -0.273365 -0.932046 1.369657 -0.4 -2.3 3.7
C 3.963791 -0.199219 -0.919196 -2.1 -3.8 0.0
P 3.016765 -1.085120 0.103553 0.3 -0.3 0.7
C 2.853228 -0.087460 1.675593 -0.4 0.2 0.9
H 4.248808 0.747880 -0.908883 1.5 4.1 0.6
H 4.051031 -0.662426 -1.881900 0.2 -0.3 -0.4
H 3.754603 0.250470 2.216841 -0.1 -0.7 -0.4
H 2.426410 0.826595 1.337322 -0.5 1.0 -0.4
H 2.089441 -0.412938 2.445454 1.0 -0.3 -1.0
```
Positions in Å, forces in eV/Å.

**Kohn-Sham gap**: 9.803 eV
**Net charge**: 0
**Electronic energy**: -905.5710 Ha
**LUMO level**: 0.7 eV
**SMILES**: C[Si](C)(C)O.C=PC
**Energy relative to the best compared isomer or geometry (same formula, charge and spin)**: 127.2 kJ/mol
**E_HOMO**: -0.336 Ha